(1)
Computed, not measured: a molecular structure, C13H34CrN3O6 in a non-equilibrium geometry, with ωB97M-V with the def2-TZVPD basis set.

Element x y z (Å)
Cr -0.224807 0.509053 0.269368
C -0.736807 3.188053 -1.010632
O 0.291193 3.692053 -0.446632
O -1.630807 4.012053 -1.489632
O -0.865807 1.940053 -1.178632
H -1.395807 4.846053 -1.143632
C -0.282807 -3.449947 -1.452632
C -0.763807 -2.437947 -0.474632
C -0.094807 -2.500947 0.923368
O 0.119193 -1.187947 1.351368
C 0.770193 -1.161947 2.595368
N -0.743807 -1.055947 -0.978632
H -1.008807 -3.483947 -2.273632
H -0.171807 -4.461947 -0.996632
H 0.697193 -3.206947 -1.946632
H -1.779807 -2.746947 -0.134632
H 0.761193 -3.159947 0.754368
H -0.726807 -3.002947 1.656368
H 1.777193 -0.987947 2.476368
H 0.792193 -2.144947 3.082368
H 0.182193 -0.522947 3.163368
H -1.523807 -1.087947 -1.746632
H -0.061807 -1.166947 -1.709632
C 2.875193 -1.582947 -0.303632
C 2.732193 -0.236947 -1.060632
C 2.573193 -0.417947 -2.571632
O 1.243193 -0.902947 -2.719632
C 0.928193 -1.139947 -4.051632
N 1.791193 0.648053 -0.518632
H 3.641193 -2.193947 -0.751632
H 1.986193 -2.024947 -0.429632
H 3.024193 -1.526947 0.769368
H 3.733193 0.285053 -0.953632
H 3.346193 -1.098947 -2.909632
H 2.722193 0.411053 -3.291632
H -0.113807 -1.334947 -4.097632
H 1.318193 -2.011947 -4.385632
H 1.064193 -0.377947 -4.770632
H 1.901193 1.418053 -1.239632
H 2.228193 1.047053 0.330368
C -1.512807 3.816053 2.493368
C -1.310807 2.302053 2.506368
C -2.351807 1.644053 1.634368
O -1.850807 0.362053 1.532368
C -2.853807 -0.630947 1.531368
N 0.022193 2.081053 1.847368
H -2.537807 4.016053 2.864368
H -1.559807 4.273053 1.567368
H -0.820807 4.438053 3.090368
H -1.427807 1.935053 3.498368
H -2.525807 2.098053 0.664368
H -3.294807 1.759053 2.236368
H -3.130807 -0.984947 0.520368
H -3.690807 -0.404947 2.181368
H -2.251807 -1.419947 1.903368
H 0.726193 2.543053 2.477368
H -0.000807 2.795053 1.117368

Cartesian forces (eV/Å) of the 3 atoms listed first:
0.30 1.54 -1.10
3.73 -0.77 0.69
-1.29 -0.24 -0.09

The total energy comes out at -59202.063 eV. The maximum force comes out at 4.83 eV/A. As for the net charge: +1. The orbital gap (spin up / spin down) comes out at 7.3 / 9.7 eV. The spin multiplicity is 5.

Here are the natural (NBO) charges for atoms 1 to 6, given in e: 1.218, 0.957, -0.793, -0.662, -0.813, 0.499

(2)
Computed, not measured: 4 unconnected molecules or ions with the total composition C13H35BrNO9S3 in a non-equilibrium geometry, with ωB97M-V with the def2-TZVPD basis set.

Element x y z (Å)
C 3.035944 2.002718 -1.174039
C 4.541813 2.342314 -1.329088
C 5.113205 3.382789 -0.321495
C 4.428876 3.418650 1.072442
N 5.160458 4.796693 -0.853040
Br 3.625697 5.359605 -1.773040
H 2.843777 1.148263 -1.839101
H 2.390188 2.797418 -1.558829
H 2.743311 1.672177 -0.175007
H 4.683973 2.727830 -2.352640
H 5.130086 1.423470 -1.253840
H 6.162281 3.100591 -0.143253
H 3.940802 2.487836 1.354304
H 3.753293 4.280981 1.176648
H 5.225677 3.584748 1.815048
H 5.289483 5.409297 -0.043765
H 6.015088 4.897184 -1.403838
O 0.075821 1.828409 -3.130834
S -0.433276 2.297900 -4.393023
O -1.840191 2.346385 -4.657357
O 0.298836 1.496381 -5.575508
C 0.234873 0.058613 -5.563778
C -1.127402 -0.462830 -5.980892
C 0.262277 3.883362 -4.737678
H 0.520970 -0.322474 -4.580398
H 0.987206 -0.282621 -6.274061
H -1.894291 -0.193348 -5.255246
H -1.110910 -1.549795 -6.064044
H -1.423505 -0.036865 -6.939708
H 1.335339 3.839178 -4.565469
H -0.202438 4.596345 -4.059124
H 0.041918 4.153509 -5.767299
O -0.696479 -2.511040 3.135427
S -0.240013 -1.182933 3.440159
O -1.150553 -0.074451 3.469522
O 0.985571 -0.825377 2.458737
C 0.767138 -0.943328 1.044571
C -0.084722 0.185817 0.493648
C 0.672761 -1.208319 4.950206
H 0.330542 -1.917012 0.811253
H 1.754750 -0.914496 0.582243
H -1.099359 0.144102 0.887638
H -0.145077 0.127346 -0.594372
H 0.331686 1.154983 0.775098
H 1.386259 -2.027758 4.919689
H -0.041529 -1.358522 5.757105
H 1.176527 -0.252759 5.072103
O -5.678336 -5.405595 4.906068
S -5.868626 -4.928160 3.564708
O -5.699844 -5.797584 2.435204
O -4.966851 -3.614097 3.353017
C -3.557835 -3.710885 3.619828
C -2.813142 -4.463953 2.534769
C -7.443154 -4.140159 3.442064
H -3.391842 -4.163724 4.600616
H -3.187818 -2.688648 3.669154
H -3.116942 -5.510667 2.502475
H -1.744190 -4.432318 2.710375
H -3.026463 -4.034262 1.554717
H -7.563317 -3.456193 4.278031
H -8.199514 -4.921133 3.480273
H -7.498807 -3.613586 2.492625

Cartesian forces (eV/Å) of the 3 atoms listed first:
0.42 -0.44 -0.79
-0.73 0.66 0.03
-0.43 -1.66 0.84

The total energy comes out at -136505.153 eV. The maximum force comes out at 1.91 eV/A. As for the net charge: +1. The orbital gap comes out at 6.3 eV.

Here are the natural (NBO) charges for atoms 1 to 6, given in e: -0.625, -0.431, -0.058, -0.650, -0.597, 0.355

(3)
Computed, not measured: 6 unconnected molecules or ions with the total composition C13H36BrO7 in a non-equilibrium geometry, with ωB97M-V with the def2-TZVPD basis set.

Element x y z (Å)
Br 0.048954 0.144199 1.249472
C -2.749942 2.380409 -0.545946
C -2.398565 3.144573 0.710008
C -3.340842 4.309114 1.033613
O -2.502001 2.212028 1.719261
H -3.669768 1.811544 -0.410298
H -2.014897 1.602565 -0.752764
H -2.848051 2.957148 -1.465652
H -1.387206 3.551042 0.703360
H -3.134273 4.728100 2.018444
H -4.313208 3.819751 1.089452
H -3.291924 5.105290 0.290771
H -1.890114 1.518361 1.462325
C 3.928401 -3.503176 2.835277
C 2.698562 -2.923325 2.054220
C 1.703791 -4.014948 1.668093
O 2.156002 -1.995587 2.913113
H 4.386888 -4.191263 2.125037
H 3.661042 -4.085783 3.716861
H 4.605279 -2.687530 3.089543
H 2.940482 -2.380778 1.140322
H 2.206967 -4.738263 1.026438
H 0.829444 -3.613931 1.155449
H 1.410394 -4.672333 2.486536
H 1.462977 -1.620148 2.365069
C 0.969165 -2.304982 -2.335306
C 1.504530 -0.981895 -2.767682
C 0.391378 0.040218 -3.034765
O 2.289083 -0.464915 -1.725308
H 1.723130 -3.091682 -2.362788
H 0.181199 -2.584548 -3.034631
H 0.620655 -2.350994 -1.303538
H 2.054705 -1.078887 -3.703619
H 0.859463 0.941393 -3.430824
H -0.110556 0.327567 -2.110856
H -0.286617 -0.390393 -3.771648
H 1.709111 -0.369225 -0.966309
C -3.212113 -2.302783 0.528830
C -2.803337 -1.549982 -0.726017
O -3.805561 -1.663039 -1.705862
O -2.129969 -2.428435 1.471413
H -3.537721 -3.314825 0.288282
H -4.047042 -1.814440 1.031339
H -1.821252 -1.853154 -1.088926
H -2.602215 -0.495697 -0.535892
H -4.612701 -1.237716 -1.407158
H -1.592783 -1.636468 1.395060
C 1.350884 3.858169 0.245185
C 2.530992 3.222017 -0.556206
O 2.687693 3.737469 -1.870440
O 1.278661 3.215155 1.470016
H 0.371542 3.861162 -0.233349
H 1.468499 4.940481 0.298784
H 2.543993 2.137165 -0.661245
H 3.451787 3.270450 0.025082
H 3.250758 3.096872 -2.311102
H 0.826245 2.408882 1.211478

Cartesian forces (eV/Å) of the 3 atoms listed first:
0.06 -0.19 -0.43
0.02 -0.03 -1.12
-0.19 1.03 -0.46

The total energy comes out at -98441.553 eV. The maximum force comes out at 1.98 eV/A. As for the net charge: -1. The orbital gap comes out at 9.0 eV. For the energy above the lowest of the compared OMol25 structures with the same formula, charge and spin, the calculation gives 21.82 kcal/mol.

Here are the natural (NBO) charges for atoms 1 to 6, given in e: -0.891, -0.640, 0.091, -0.617, -0.746, 0.201

(4)
Computed, not measured: a molecular structure, C13H36ClO13S4Ti in a non-equilibrium geometry, with ωB97M-V with the def2-TZVPD basis set.

Element x y z (Å)
Ti 1.267536 -0.232122 -1.270971
Cl 0.492176 3.269508 -3.338991
O 7.561896 2.991038 1.488189
S 6.296686 3.713918 1.312579
O 5.088126 2.918308 1.290539
O 6.212176 4.817318 2.560109
C 7.254976 5.756628 2.755959
C 6.687116 6.867218 3.646899
C 6.326936 4.871938 -0.210661
H 7.593846 6.263958 1.852699
H 8.033546 5.226188 3.304209
H 5.717136 7.198958 3.276479
H 7.278656 7.782718 3.641739
H 6.714746 6.515118 4.678099
H 7.098996 5.640968 -0.186081
H 5.329556 5.304378 -0.131001
H 6.379976 4.332978 -1.156601
O -1.593204 1.960798 1.786919
S -2.746924 2.634198 2.464859
O -3.676464 1.931958 3.335949
O -2.048944 3.821508 3.410329
C -0.785084 4.317598 3.123439
C -0.326834 5.416628 3.991659
C -3.683414 3.857308 1.400689
H -0.868634 4.571418 2.066709
H -0.042584 3.519828 3.142249
H 0.674166 5.677858 3.648359
H -0.219884 5.149068 5.042889
H -0.972444 6.280588 3.833999
H -4.189344 4.619318 1.993539
H -4.325394 3.297728 0.720359
H -2.951814 4.361018 0.768919
O 0.174596 -4.794072 1.252189
S -0.336414 -5.379562 2.520179
O 0.255616 -5.046902 3.796109
O -1.994004 -5.030662 2.543009
C -2.648124 -5.334852 3.748729
C -4.087914 -5.450462 3.291999
C -0.373094 -7.190162 2.351469
H -2.484264 -4.535572 4.471509
H -2.374714 -6.281862 4.214049
H -4.189004 -6.194502 2.501879
H -4.439514 -4.457912 3.010359
H -4.766934 -5.931122 3.996279
H -1.209944 -7.492002 1.721639
H -0.367494 -7.600562 3.361239
H 0.591526 -7.465322 1.924979
O -4.114154 -4.819992 -3.955901
S -4.093144 -3.396432 -4.376111
O -2.868704 -2.591662 -4.225141
O -4.575014 -3.228732 -5.980591
C -5.753214 -3.817212 -6.419941
C -5.660074 -3.682042 -7.980191
C -5.398614 -2.519752 -3.524111
H -6.608854 -3.306372 -5.978331
H -5.721774 -4.858462 -6.099141
H -6.573164 -3.996012 -8.485941
H -4.781454 -4.215562 -8.342811
H -5.516094 -2.657452 -8.323131
H -6.271194 -3.148752 -3.700351
H -5.454664 -1.500272 -3.905711
H -5.158054 -2.581032 -2.462751
C 5.513706 -0.782292 -4.489151
O 4.870316 -1.367832 -3.350571
H 5.035576 -0.115092 -5.206331
H 6.368066 -0.215772 -4.118721
H 5.968856 -1.625542 -5.008641
H 5.464056 -2.044012 -3.016131

Cartesian forces (eV/Å) of the 3 atoms listed first:
-0.16 0.83 -0.51
0.19 -0.80 0.53
-1.68 1.41 -0.54

The total energy comes out at -119650.897 eV. The maximum force comes out at 3.91 eV/A. The orbital gap (spin up / spin down) comes out at 5.6 / 5.7 eV. For the energy above the lowest of the compared OMol25 structures with the same formula, charge and spin, the calculation gives 116.60 kcal/mol. The spin multiplicity is 4.

Here are the natural (NBO) charges for atoms 1 to 6, given in e: 0.949, -0.949, -0.925, 2.287, -0.896, -0.708